# 1
Density functional theory data (ωB97M-V with the def2-TZVPD basis set) for an isolated molecule of C7H12N2O at a distorted geometry.

As for the SMILES: C[C@H]1C[C@@]2(C(N)=O)N[C@@]12C. As for the electronic energy: -458.58283 a.u. The maximum force is 0.101 Eh/bohr. The calculation puts the HOMO energy at -8.93 eV. As for the net charge: 0.

Geometry (Å):
C: 0.86536 -2.42602 -0.89603
C: 0.17997 -1.07813 -1.00075
C: -1.22359 -0.87946 -0.34615
C: -0.65479 0.28393 0.46059
C: -1.27880 1.60075 0.71773
N: -1.73012 1.93503 1.93609
O: -2.03420 2.13204 -0.14404
N: 0.45056 -0.26943 1.25690
C: 0.71139 0.07403 -0.13788
C: 1.75180 1.07094 -0.53351
H: 0.89094 -2.76870 0.14788
H: 0.33063 -3.17930 -1.49237
H: 1.89895 -2.37031 -1.26837
H: 0.14408 -0.74667 -2.04843
H: -1.99198 -0.57268 -1.06309
H: -1.59415 -1.71336 0.26612
H: -1.04835 1.88910 2.68234
H: -2.60729 2.60554 1.52382
H: 0.86751 0.43799 1.85876
H: 2.74062 0.59174 -0.58103
H: 1.52213 1.48385 -1.52499
H: 1.80933 1.89913 0.18643

Atom charges from the Mulliken analysis, given in e for atoms 1 to 4:
1. C -1.55
2. C 0.27
3. C -0.73
4. C 0.63


# 2
Density functional theory data (ωB97M-V with the def2-TZVPD basis set) for a cluster of 2 separate species, C7H12N2O in total at a distorted geometry.

As for the electronic energy: -458.58085 a.u. The maximum force is 0.046 Eh/bohr. The calculation puts the HOMO energy at -10.71 eV. As for the net charge: 0.

Geometry (Å):
N: -1.89355 -0.06164 -0.87822
C: -0.99282 0.60293 0.04902
C: -1.69731 1.52560 0.98529
N: -2.08804 2.51215 1.46851
C: -0.14679 -0.39869 0.83510
C: 0.86189 -1.28729 0.05118
C: 1.81522 -0.06754 -0.03500
C: 1.25300 -0.05189 1.41428
C: 1.51031 -1.58259 1.42999
H: -2.26211 -0.93377 -0.50591
H: -2.74455 0.44836 -1.09730
H: -0.32779 1.26067 -0.52933
H: -0.80088 -0.94119 1.53612
H: 0.62427 -1.99539 -0.75156
H: 2.88487 -0.29867 -0.13531
H: 1.54429 0.75737 -0.70560
H: 1.47237 0.67007 2.21057
H: 0.92065 -2.18034 2.13907
H: 2.56180 -1.90086 1.41365
O: -1.08051 1.43956 -3.20360
H: -1.27924 0.70509 -2.58456
H: -0.13508 1.77810 -3.10640

Atom charges from the Mulliken analysis, given in e for atoms 1 to 4:
1. N -0.67
2. C 0.78
3. C -0.01
4. N -0.53


# 3
Density functional theory data (ωB97M-V with the def2-TZVPD basis set) for a structure of composition C7H12N2O at a distorted geometry.

As for the electronic energy: -458.55310 a.u. The maximum force is 0.163 Eh/bohr. The calculation puts the HOMO energy at -7.99 eV. As for the net charge: 0.

Geometry (Å):
C: -0.22283 -2.03147 0.12609
C: 2.38033 0.02161 -1.07051
C: -2.50992 -0.49876 0.01369
C: -0.22385 0.60459 -0.05576
C: -0.60137 -0.61019 0.03725
C: 1.59080 0.31107 0.16464
N: -3.19302 0.61166 -0.36079
N: -0.58604 1.90754 0.01858
C: 2.12710 0.54127 1.36132
O: -3.11015 -1.52756 0.28509
H: -4.20644 0.60901 -0.36676
H: -2.72624 1.44692 -0.67791
H: 0.05226 2.55846 -0.42717
H: -0.87730 2.20446 0.94528
H: -1.11616 -2.65665 0.21828
H: 0.31074 -2.34382 -0.77529
H: 0.40248 -2.20956 1.00406
H: 3.45267 0.21485 -0.92976
H: 2.27405 -1.02450 -1.37379
H: 2.05474 0.64739 -1.90797
H: 1.52127 0.66837 2.25439
H: 3.20688 0.55531 1.51700

Atom charges from the Mulliken analysis, given in e for atoms 1 to 4:
1. C -1.37
2. C -1.12
3. C 0.35
4. C 0.49


# 4
Density functional theory data (ωB97M-V with the def2-TZVPD basis set) for an isolated molecule of C7H12N2O2S2 at a distorted geometry.

As for the electronic energy: -1330.16064 a.u. The maximum force is 0.097 Eh/bohr. The calculation puts the HOMO energy (spin up / spin down) at -6.89 / -6.62 eV. As for the net charge: 0.

Geometry (Å):
C: -0.44308 2.31846 0.10928
C: 1.90450 0.51643 -0.98897
C: 2.75523 -0.05426 0.08924
C: -2.34544 -0.58725 -0.52954
C: -1.27970 -2.35028 0.78142
C: -1.46806 0.02678 0.61935
C: -0.32401 0.82956 -0.00808
N: 0.50791 0.05973 -0.77887
N: -0.86225 -1.05997 1.29432
O: 0.32175 3.01501 -0.70878
O: -1.25301 2.80173 0.88767
S: -1.55228 -2.09413 -1.06838
S: 2.81681 -1.84847 0.11396
H: 1.80833 1.62213 -1.09713
H: 2.39245 0.12433 -1.90240
H: 3.84261 0.09549 -0.20880
H: 2.61997 0.43522 1.15182
H: -3.31277 -0.83343 -0.22472
H: -2.39226 0.30657 -1.20706
H: -0.52692 -3.23912 0.88067
H: -2.29013 -2.60813 1.13680
H: -1.93671 0.53543 1.39891
H: 0.29732 3.99033 -0.47211
H: 0.22836 -1.07001 1.30786
H: 0.49139 -0.93213 -0.57645

Atom charges from the Mulliken analysis, given in e for atoms 1 to 4:
1. C 0.39
2. C -0.66
3. C -0.66
4. C -0.72